[1]
Below is 2 unconnected molecules or ions with the total composition C4H5FO2S, with properties calculated with ωB97M-V/def2-TZVPD.

```
13
Properties=species:S:1:pos:R:3:lowdin_charge:R:1
C 1.007 0.372 -0.418 -0.003
C 0.144 -0.567 0.120 -0.152
C 2.019 1.045 0.342 -0.279
C -0.797 -1.299 -0.452 -0.254
O 2.720 1.934 -0.089 0.072
O -1.618 -2.182 0.077 0.047
F -1.225 2.215 0.053 -0.629
S -2.444 1.067 -0.109 0.517
H 1.069 0.708 -1.396 0.110
H 0.085 -0.705 1.151 0.117
H 1.941 0.906 1.416 0.121
H -0.817 -1.464 -1.621 0.186
H -2.084 -2.029 0.926 0.148
```

The energy relative to the best compared isomer or geometry (same formula, charge and spin) is 451.23 kJ/mol. The total energy comes out at -21871.909 eV. The frontier orbital gap (alpha / beta) is 0.213 / 0.213 Eh. As for the lowest unoccupied orbital energy (alpha / beta): -2.58 / -2.58 eV. As for the highest occupied orbital energy (alpha / beta): -8.37 / -8.37 eV.

***

[2]
Below is a single C4H5FOS molecule, with properties calculated with ωB97M-V/def2-TZVPD.

```
12
Properties=species:S:1:pos:R:3:lowdin_charge:R:1
F -0.068 1.076 1.418 -0.084
C -0.516 -0.013 2.272 -0.143
C -0.949 -1.179 1.481 -0.083
C -1.119 -1.340 0.174 -0.086
O -0.605 -0.534 -0.864 -0.114
C 0.659 -0.131 -0.912 -0.765
S 1.232 0.951 -1.967 0.691
H 0.378 -0.293 2.870 0.128
H -1.368 0.284 2.913 0.130
H -1.230 -1.980 2.158 0.116
H -1.743 -2.114 -0.301 0.133
H 1.267 -0.557 -0.114 0.078
```

As for the SMILES: FC/C=C\OC=S. The energy relative to the best compared isomer or geometry (same formula, charge and spin) is 140.30 kJ/mol. The total energy comes out at -19827.132 eV. The frontier orbital gap is 0.338 Eh. As for the lowest unoccupied orbital energy: 0.44 eV. As for the highest occupied orbital energy: -8.74 eV.

***

[3]
Below is a molecular structure, C4H5HgO5, with properties calculated with ωB97M-V/def2-TZVPD.

```
15
Properties=species:S:1:pos:R:3:lowdin_charge:R:1
O 3.745 -2.534 4.700 0.214
O 2.049 -3.460 3.931 0.236
C 3.170 -2.937 3.668 -0.655
O 3.354 -2.355 2.510 0.090
C 3.664 -0.943 2.466 -0.160
C 3.980 -0.622 1.028 0.011
H 4.585 -0.848 3.057 0.160
H 4.838 -1.217 0.698 0.117
H 4.236 0.442 0.962 0.108
H 3.114 -0.838 0.391 0.112
O 1.593 0.692 4.809 -0.086
C 2.386 0.547 3.927 -0.412
O 2.153 -0.198 2.897 0.004
Hg -0.433 -0.611 4.872 1.036
H 3.671 0.196 3.977 0.225
```

The energy relative to the best compared isomer or geometry (same formula, charge and spin) is 328.58 kJ/mol. The spin multiplicity is 3. The total energy comes out at -18627.710 eV. The frontier orbital gap (alpha / beta) is 0.384 / 0.275 Eh. As for the lowest unoccupied orbital energy (alpha / beta): -3.98 / -7.96 eV. The total charge is +1. As for the highest occupied orbital energy (alpha / beta): -14.44 / -15.43 eV.

***

[4]
Below is 2 unconnected molecules or ions with the total composition C4H5I, with properties calculated with ωB97M-V/def2-TZVPD.

```
10
Properties=species:S:1:pos:R:3:lowdin_charge:R:1
C -0.711 -1.221 -1.924 -0.006
C -0.480 -0.421 -0.899 -0.295
C -0.617 0.955 -0.293 0.072
C -0.642 -0.143 0.488 0.005
H -0.596 -2.237 -1.744 0.019
H -0.908 -1.000 -2.939 0.034
H -0.536 1.995 -0.186 0.071
H -0.672 -0.642 1.448 0.100
I 2.860 0.779 3.490 0.374
H 2.302 1.934 2.560 -0.375
```

As for the SMILES: C=C1C=C1.I. The energy relative to the best compared isomer or geometry (same formula, charge and spin) is 247.33 kJ/mol. The total energy comes out at -12325.506 eV. The frontier orbital gap is 0.321 Eh. As for the lowest unoccupied orbital energy: 0.53 eV. As for the highest occupied orbital energy: -8.20 eV.

***

[5]
Below is 2 unconnected molecules or ions with the total composition C4H5I, with properties calculated with ωB97M-V/def2-TZVPD.

```
10
Properties=species:S:1:pos:R:3:lowdin_charge:R:1
C -0.738 -0.285 -0.921 0.003
C 0.317 -0.545 -0.278 -0.128
C 1.245 -0.814 0.575 -0.103
C 2.109 -1.232 1.459 0.002
H -1.224 0.674 -0.974 0.012
H -1.103 -1.111 -1.531 0.075
H 2.317 -0.536 2.337 0.085
H 2.467 -2.186 1.656 0.029
I -2.687 3.828 -1.309 0.374
H -2.704 2.208 -1.015 -0.349
```

As for the SMILES: C=C=C=C.I. The energy relative to the best compared isomer or geometry (same formula, charge and spin) is 186.92 kJ/mol. The total energy comes out at -12326.132 eV. The frontier orbital gap is 0.354 Eh. As for the lowest unoccupied orbital energy: 0.31 eV. As for the highest occupied orbital energy: -9.32 eV.

***

[6]
Below is a single C4H5IN2 molecule, with properties calculated with ωB97M-V/def2-TZVPD.

```
12
Properties=species:S:1:pos:R:3:lowdin_charge:R:1
C -0.203 1.927 -0.432 -0.063
N 0.008 1.057 0.432 -0.045
C 0.365 -0.342 0.140 -0.877
C -0.557 -1.296 0.799 -0.138
I 2.428 -0.592 1.092 0.769
C 0.535 -0.547 -1.203 -0.360
N 0.586 -0.568 -2.354 0.204
H -0.330 3.055 -0.023 0.122
H -0.301 1.804 -1.599 0.109
H -0.713 -0.900 1.805 0.078
H -1.504 -1.171 0.359 0.069
H -0.315 -2.427 0.984 0.131
```

As for the SMILES: C=N[C@](C)(I)C#N. The energy relative to the best compared isomer or geometry (same formula, charge and spin) is 179.09 kJ/mol. The total energy comes out at -15307.689 eV. The frontier orbital gap is 0.333 Eh. As for the lowest unoccupied orbital energy: -0.83 eV. As for the highest occupied orbital energy: -9.89 eV.

***

[7]
Below is a molecular structure, C4H5IN2O, with properties calculated with ωB97M-V/def2-TZVPD.

```
13
Properties=species:S:1:pos:R:3:lowdin_charge:R:1
C -1.409 -2.096 -0.117 -0.387
C -2.568 -1.377 0.303 -0.491
C -0.053 0.315 -1.049 -0.323
C 1.236 1.809 0.238 -0.131
N -0.077 -1.887 0.002 0.046
N 0.419 -0.626 -0.099 -0.120
O 0.671 1.433 -0.959 -0.195
I -2.347 0.627 0.117 1.108
H -1.531 -3.125 -0.142 0.047
H 0.779 1.340 1.113 0.078
H 1.147 2.871 0.333 0.094
H 2.256 1.381 0.213 0.102
H 1.478 -0.664 0.045 0.171
```

The energy relative to the best compared isomer or geometry (same formula, charge and spin) is 710.53 kJ/mol. The total energy comes out at -17349.294 eV. The frontier orbital gap (alpha / beta) is 0.236 / 0.236 Eh. As for the lowest unoccupied orbital energy (alpha / beta): -1.63 / -1.63 eV. As for the highest occupied orbital energy (alpha / beta): -8.06 / -8.06 eV.

***

[8]
Below is a molecular structure, C4H5IrO5, with properties calculated with ωB97M-V/def2-TZVPD.

```
15
Properties=species:S:1:pos:R:3:lowdin_charge:R:1
O 0.738 -0.619 -1.295 -0.396
O -0.131 1.942 -0.037 -0.188
C -0.694 1.350 0.866 -0.119
C -1.347 0.008 0.750 -0.162
O -1.447 -0.509 -0.535 -0.121
C -0.363 -1.346 -0.971 -0.297
Ir 0.497 1.194 -1.842 1.559
H -0.705 1.788 1.883 0.170
H -2.355 0.112 1.188 0.166
H -0.790 -0.662 1.436 0.162
H -0.787 -1.882 -1.839 0.160
H -0.141 -2.067 -0.158 0.157
O 2.551 1.046 -0.640 0.047
C 2.449 0.140 0.111 -0.407
O 2.525 -0.495 1.084 0.269
```

The energy relative to the best compared isomer or geometry (same formula, charge and spin) is 14.71 kJ/mol. The spin multiplicity is 6. The total energy comes out at -17291.472 eV. The frontier orbital gap (alpha / beta) is 0.283 / 0.296 Eh. As for the lowest unoccupied orbital energy (alpha / beta): -4.66 / -7.41 eV. The total charge is +1. As for the highest occupied orbital energy (alpha / beta): -12.34 / -15.48 eV.